Record 1
109
Properties=species:S:1:pos:R:3:mulliken_charge:R:1 method="wB97M-V/def2-TZVPD" lumo_energy_ev=-0.3032 total_charge=0 de_lowest_kcal_mol=5.5 orbital_gap_ev=6.61 multiplicity=1 e_tot_ha=-5491.26738
Y 1.009 -0.818 0.154 0.24
Cl 3.390 -7.627 -2.270 -0.24
C 2.599 -6.111 -1.942 0.17
C 3.155 -5.234 -1.025 -0.96
C 2.486 -4.052 -0.778 0.88
Cl 3.176 -2.881 0.325 -0.20
C 1.264 -3.682 -1.373 -0.53
O 0.654 -2.591 -1.072 -0.10
C 0.789 -4.597 -2.336 0.44
Cl -0.644 -4.174 -3.212 -0.18
C 1.433 -5.786 -2.616 -0.74
H 4.086 -5.458 -0.523 0.50
H 1.021 -6.457 -3.357 0.50
C 1.168 -5.881 2.005 -0.90
N 0.037 -5.521 1.170 0.42
C -0.624 -6.379 0.313 -0.79
C -1.614 -5.678 -0.264 -0.43
N -1.556 -4.389 0.249 0.62
C -0.547 -4.300 1.159 -0.11
S -0.118 -3.018 2.172 -0.41
C -2.484 -3.367 -0.126 0.04
C -3.797 -3.739 -0.376 -1.04
C -4.658 -2.756 -0.836 -0.82
C -4.186 -1.463 -0.986 -1.49
C -2.868 -1.199 -0.645 -0.80
N -2.021 -2.141 -0.240 0.88
H 1.686 -6.713 1.534 0.35
H 0.832 -6.161 3.003 0.27
H 1.830 -5.023 2.084 0.31
H -0.293 -7.390 0.156 0.48
H -2.303 -5.942 -1.044 0.48
H -4.136 -4.752 -0.210 0.64
H -5.689 -3.000 -1.061 0.43
H -4.825 -0.663 -1.335 0.61
H -2.469 -0.192 -0.690 0.99
C 5.258 1.118 -0.952 -1.20
C 5.833 1.562 0.225 -0.66
C 5.136 1.405 1.410 -1.05
C 3.886 0.800 1.382 0.31
N 3.344 0.344 0.249 1.22
C 4.012 0.517 -0.894 -0.60
C 3.072 0.624 2.613 1.05
C 3.279 1.418 3.731 -1.20
C 2.521 1.194 4.866 -0.68
C 1.581 0.184 4.844 -0.94
C 1.405 -0.527 3.670 -0.12
N 2.127 -0.323 2.568 0.18
H 5.753 1.225 -1.907 0.52
H 6.810 2.027 0.224 0.43
H 5.563 1.731 2.347 0.47
H 3.510 0.187 -1.791 0.40
H 4.006 2.216 3.704 0.41
H 2.655 1.809 5.746 0.42
H 0.958 -0.037 5.700 0.47
H 0.642 -1.288 3.616 0.33
C -1.315 2.103 -1.792 -0.56
Si 0.569 1.989 -1.731 0.05
C 1.299 3.051 -3.103 -1.39
C 1.206 2.717 -0.121 -0.31
N 1.115 0.340 -1.792 1.01
C 1.261 -0.289 -3.029 1.10
C 2.184 -1.337 -3.206 -0.15
C 2.329 -2.000 -4.414 -0.66
C 1.571 -1.634 -5.517 -0.93
C 0.670 -0.587 -5.379 -0.86
C 0.518 0.072 -4.169 -0.31
H -1.665 2.988 -2.332 0.60
H -1.763 2.135 -0.795 -0.33
H -1.709 1.226 -2.312 0.34
H 1.511 4.044 -2.696 0.44
H 0.631 3.177 -3.956 0.38
H 2.238 2.636 -3.481 0.30
H 0.757 3.706 0.014 0.25
H 2.290 2.853 -0.202 0.25
H 0.985 2.167 0.798 -0.24
H 2.790 -1.655 -2.364 0.06
H 3.043 -2.812 -4.486 0.44
H 1.680 -2.151 -6.462 0.38
H 0.063 -0.280 -6.223 0.42
H -0.220 0.863 -4.098 0.25
Cl -1.542 5.066 -0.804 -0.15
C -1.622 5.843 0.742 1.10
C -1.373 7.205 0.809 -0.70
C -1.363 7.842 2.038 -0.46
C -1.604 7.122 3.196 -0.52
C -1.876 5.768 3.105 0.65
Cl -2.199 4.887 4.567 -0.21
C -1.900 5.085 1.884 -1.56
N -2.125 3.706 1.839 1.00
C -3.272 3.109 1.330 0.92
C -4.227 3.853 0.635 -0.86
C -5.348 3.244 0.096 -0.99
C -5.550 1.883 0.250 -1.00
C -4.617 1.150 0.970 -0.74
C -3.480 1.729 1.519 0.90
C -2.564 0.874 2.371 -1.82
C -1.094 0.869 1.968 0.11
O -0.296 1.582 2.582 -0.91
O -0.768 0.094 0.998 1.37
H -1.174 7.746 -0.106 0.47
H -1.154 8.902 2.093 0.38
H -1.595 7.594 4.167 0.44
H -1.534 3.151 2.452 -0.18
H -4.091 4.919 0.517 0.54
H -6.070 3.846 -0.442 0.41
H -6.427 1.401 -0.162 0.44
H -4.774 0.091 1.132 0.72
H -2.927 -0.153 2.335 0.49
H -2.606 1.217 3.409 0.36

=====

Record 2
17
Properties=species:S:1:pos:R:3:mulliken_charge:R:1 method="wB97M-V/def2-TZVPD" lumo_energy_ev=0.5585 total_charge=0 de_lowest_kcal_mol=58.6 smiles="CC(=O)c1nccn1C" orbital_gap_ev=9.28 multiplicity=1 e_tot_ha=-418.08996
C 1.783 1.228 0.896 -0.89
C 0.307 1.082 1.000 0.57
O -0.333 1.916 1.606 -0.53
C -0.307 -0.068 0.304 0.31
N -1.292 -0.822 0.798 -0.63
C -1.480 -1.809 -0.102 -0.63
C -0.668 -1.531 -1.276 -0.11
N 0.045 -0.534 -0.889 0.09
C 1.014 0.069 -1.877 -1.29
H 2.138 1.955 1.830 0.30
H 2.061 1.886 -0.006 0.24
H 2.292 0.100 0.962 0.28
H -2.179 -2.503 -0.003 0.55
H -0.447 -1.960 -2.143 0.43
H 0.750 1.130 -1.968 0.42
H 0.880 -0.227 -2.783 0.50
H 2.008 -0.042 -1.769 0.41

=====

Record 3
153
Properties=species:S:1:pos:R:3:mulliken_charge:R:1 method="wB97M-V/def2-TZVPD" lumo_energy_ev=2.3229 total_charge=-1 orbital_gap_ev=7.13 multiplicity=1 e_tot_ha=-5558.14276
Ti 1.881 -0.477 0.178 -1.95
N 0.537 -7.795 1.939 -0.63
C 0.332 -6.435 1.656 1.02
C -0.109 -5.565 2.656 -0.84
C -0.321 -4.229 2.373 -0.10
C -0.107 -3.744 1.089 -1.21
C 0.304 -4.604 0.089 -0.19
C 0.514 -5.947 0.367 -1.01
S -0.257 -2.000 0.793 2.07
O 0.479 -1.352 1.910 0.16
O -1.691 -1.764 0.760 -0.90
N 0.507 -1.634 -0.481 0.17
C 2.933 -2.377 0.055 0.66
N 3.313 -3.651 -0.179 -0.59
C 4.567 -3.809 -0.582 -0.48
C 5.497 -2.771 -0.721 -1.25
C 5.040 -1.498 -0.461 -0.18
N 3.759 -1.360 -0.119 0.85
H 0.725 -7.985 2.911 0.21
H 1.213 -8.240 1.339 0.22
H -0.274 -5.942 3.660 0.31
H -0.637 -3.547 3.154 -0.06
H 0.495 -4.210 -0.900 0.30
H 0.856 -6.614 -0.416 0.31
H 4.871 -4.832 -0.789 0.48
H 6.521 -2.959 -1.010 0.43
H 5.669 -0.618 -0.495 0.73
C 0.202 3.132 0.041 -1.49
C 1.482 2.860 0.775 0.36
C 2.240 3.897 1.282 -0.74
C 3.406 3.594 1.996 -1.33
C 3.744 2.293 2.262 -0.32
C 2.887 1.262 1.791 0.28
N 1.833 1.579 0.963 1.29
N 2.960 -0.037 2.036 0.17
Si 3.858 -0.873 3.240 0.63
C 3.064 -2.536 3.554 -0.63
C 5.656 -1.217 2.779 -1.35
C 3.936 0.142 4.841 -1.38
H -0.453 3.725 0.678 0.46
H -0.309 2.203 -0.209 -0.58
H 0.381 3.711 -0.867 0.72
H 1.919 4.918 1.133 0.56
H 4.040 4.399 2.352 0.41
H 4.630 2.031 2.823 0.52
H 1.981 -2.471 3.438 -0.32
H 3.298 -2.902 4.557 0.58
H 3.417 -3.276 2.831 0.22
H 5.739 -1.990 2.014 0.28
H 6.199 -1.561 3.664 0.39
H 6.161 -0.321 2.404 0.29
H 3.310 1.035 4.803 0.23
H 4.958 0.471 5.043 0.41
H 3.607 -0.460 5.691 0.48
C -7.204 0.762 -0.094 -1.82
C -6.228 1.905 0.238 1.65
C -7.022 3.204 0.464 -1.96
C -5.267 2.071 -0.925 0.85
C -5.704 2.676 -2.100 -0.18
C -4.880 2.762 -3.205 -1.62
C -3.648 2.124 -3.177 -0.53
C -3.180 1.460 -2.047 0.05
P -1.658 0.361 -2.073 2.13
C -2.437 -1.133 -2.835 0.04
C -1.761 -2.336 -2.633 0.72
C -2.186 -3.505 -3.247 -0.82
C -3.298 -3.495 -4.076 -0.79
C -3.997 -2.311 -4.262 -0.71
C -3.575 -1.144 -3.641 -0.60
C -0.896 1.122 -3.579 0.23
C 0.025 2.137 -3.334 0.23
C 0.567 2.888 -4.364 -0.02
C 0.211 2.619 -5.677 -0.93
C -0.652 1.568 -5.946 -0.73
C -1.195 0.823 -4.906 -0.14
C -3.975 1.551 -0.893 -1.22
O -3.409 1.118 0.284 0.48
C -4.089 1.261 1.462 -0.63
C -3.351 1.115 2.644 -0.83
C -4.022 1.218 3.859 0.48
C -5.391 1.399 3.913 -1.74
C -6.089 1.572 2.732 0.00
C -5.453 1.561 1.497 0.66
P -1.522 0.892 2.604 1.90
C -1.366 -0.402 3.919 0.50
C -2.381 -1.340 4.110 -0.08
C -2.277 -2.326 5.082 -0.97
C -1.150 -2.405 5.883 -0.75
C -0.099 -1.530 5.650 -0.78
C -0.197 -0.563 4.663 0.22
C -1.122 2.483 3.472 0.41
C -1.889 3.612 3.164 -0.50
C -1.540 4.875 3.617 -0.66
C -0.407 5.049 4.399 -0.67
C 0.371 3.945 4.707 -0.85
C 0.024 2.685 4.240 0.02
H -7.758 0.988 -1.008 0.41
H -7.917 0.616 0.721 0.43
H -6.661 -0.171 -0.246 0.35
H -7.663 3.427 -0.388 0.48
H -6.344 4.044 0.615 0.38
H -7.665 3.123 1.339 0.40
H -6.706 3.081 -2.152 0.33
H -5.205 3.280 -4.098 0.39
H -3.041 2.142 -4.068 0.57
H -0.892 -2.340 -1.986 -0.36
H -1.643 -4.427 -3.070 0.50
H -3.620 -4.403 -4.572 0.37
H -4.874 -2.290 -4.898 0.41
H -4.147 -0.239 -3.795 0.35
H 0.345 2.315 -2.318 -0.82
H 1.284 3.669 -4.139 0.44
H 0.631 3.202 -6.488 0.34
H -0.905 1.321 -6.969 0.36
H -1.859 0.000 -5.140 0.25
H -3.450 1.152 4.775 0.61
H -5.905 1.430 4.865 0.37
H -7.161 1.723 2.772 0.39
H -3.263 -1.313 3.487 0.37
H -3.087 -3.035 5.208 0.39
H -1.076 -3.158 6.658 0.38
H 0.815 -1.608 6.227 0.41
H 0.676 0.030 4.442 -0.71
H -2.781 3.507 2.558 0.27
H -2.156 5.725 3.351 0.43
H -0.135 6.033 4.761 0.36
H 1.268 4.059 5.303 0.40
H 0.680 1.865 4.481 0.07
C 2.045 -0.846 -7.182 -0.60
C 2.673 0.201 -6.524 -1.09
C 2.653 0.286 -5.140 0.46
C 2.003 -0.683 -4.370 0.79
C 1.373 -1.731 -5.054 -0.66
C 1.393 -1.819 -6.436 -0.75
C 1.840 -0.670 -2.898 -0.65
C 2.423 0.049 -1.921 1.66
C 3.640 0.847 -2.192 1.24
C 4.740 0.281 -2.852 0.07
C 5.898 1.004 -3.083 -1.09
C 6.000 2.322 -2.650 -0.84
C 4.931 2.895 -1.976 -0.79
C 3.774 2.164 -1.744 -0.54
H 2.051 -0.896 -8.264 0.37
H 3.171 0.977 -7.094 0.42
H 3.131 1.126 -4.660 0.58
H 0.849 -2.484 -4.476 0.38
H 0.885 -2.638 -6.930 0.41
H 1.061 -1.356 -2.584 -0.47
H 4.663 -0.742 -3.200 0.61
H 6.723 0.540 -3.611 0.46
H 6.903 2.891 -2.834 0.35
H 4.994 3.918 -1.624 0.39
H 2.956 2.629 -1.210 0.31

=====

Record 4
98
Properties=species:S:1:pos:R:3:mulliken_spin:R:1 method="wB97M-V/def2-TZVPD" lumo_energy_ev="-1.6330 / -3.7911" total_charge=+1 de_lowest_kcal_mol=35.3 orbital_gap_ev="6.94 / 5.57" multiplicity=5 e_tot_ha=-3532.05350 s_squared=6.20
C -2.196 1.155 -2.083 -0.08
C -2.344 -1.123 -1.521 0.04
C -3.293 1.056 -2.943 0.21
C -3.585 -1.218 -2.224 0.25
C -4.039 -0.123 -2.951 -0.08
H -3.527 1.922 -3.564 0.00
H -4.110 -2.159 -2.191 0.01
H -4.976 -0.174 -3.516 0.00
N -1.789 0.118 -1.347 0.13
P -0.499 2.546 -0.389 -0.02
P -0.088 -2.331 -0.232 0.05
C -1.374 2.426 -2.018 0.00
H -0.626 2.390 -2.825 0.01
H -1.995 3.313 -2.211 -0.02
C -1.635 -2.253 -1.093 0.41
H -2.130 -3.225 -1.280 -0.08
C 0.646 -3.570 -1.576 0.06
C -0.270 -3.394 1.368 0.08
C 1.079 3.589 -0.690 0.00
C -1.842 3.500 0.529 0.04
C 2.149 -3.319 -1.496 0.02
H 2.569 -3.630 -0.529 0.00
H 2.667 -3.890 -2.285 0.00
H 2.368 -2.255 -1.647 0.00
C 0.335 -5.068 -1.395 0.01
H 0.708 -5.496 -0.460 0.00
H -0.740 -5.275 -1.492 0.00
H 0.834 -5.613 -2.216 0.00
C 0.114 -3.234 -2.974 0.03
H 0.697 -3.783 -3.730 0.00
H -0.932 -3.534 -3.105 -0.01
H 0.199 -2.166 -3.195 -0.03
C 1.095 -4.021 1.712 0.01
H 1.851 -3.236 1.865 0.00
H 0.992 -4.574 2.660 0.00
H 1.478 -4.720 0.961 0.00
C -0.646 -2.516 2.563 0.01
H 0.090 -1.723 2.727 0.00
H -1.640 -2.074 2.462 0.00
H -0.651 -3.155 3.463 0.00
C -1.398 -4.421 1.205 0.00
H -1.210 -5.168 0.429 0.00
H -1.513 -4.961 2.159 0.00
H -2.345 -3.915 0.976 -0.01
C -1.360 3.639 1.975 0.00
H -2.081 4.276 2.507 0.00
H -1.336 2.665 2.479 0.01
H -0.369 4.106 2.050 0.00
C -3.158 2.699 0.509 -0.01
H -3.596 2.639 -0.495 0.00
H -3.043 1.691 0.910 0.01
H -3.876 3.227 1.153 0.00
C -2.174 4.880 -0.076 0.01
H -3.136 5.199 0.353 0.00
H -1.436 5.642 0.186 0.00
H -2.297 4.860 -1.166 0.00
C 1.479 3.473 -2.161 0.00
H 0.804 4.025 -2.828 0.00
H 2.488 3.892 -2.302 0.00
H 1.509 2.424 -2.470 0.01
C 2.198 2.982 0.170 0.02
H 2.366 1.928 -0.080 -0.01
H 3.139 3.523 -0.014 0.00
H 1.972 3.051 1.241 0.00
C 0.940 5.078 -0.334 -0.01
H 0.221 5.593 -0.986 0.00
H 0.676 5.246 0.720 0.00
H 1.918 5.564 -0.499 0.00
Fe -0.110 0.215 -0.099 3.02
C -1.164 0.327 1.358 -0.06
O -1.794 0.285 2.358 -0.08
N 0.856 0.012 -1.664 0.07
C 1.365 -0.385 -2.646 -0.11
C 2.490 -0.309 -3.721 -0.01
C 2.189 -1.373 -4.767 0.00
C 2.483 1.053 -4.405 0.00
C 3.845 -0.586 -3.065 0.00
H 2.253 -2.381 -4.339 0.00
H 1.188 -1.210 -5.187 0.00
H 2.912 -1.320 -5.588 0.00
H 2.916 1.832 -3.769 0.00
H 3.073 1.051 -5.333 0.00
H 1.460 1.333 -4.675 0.00
H 4.686 -0.455 -3.762 0.00
H 4.028 0.081 -2.212 0.00
H 3.895 -1.621 -2.710 0.00
C 2.432 0.895 4.953 0.00
N 2.281 0.414 3.582 0.00
C 3.079 -0.510 2.925 0.01
C 2.535 -0.685 1.683 0.00
N 1.387 0.085 1.585 0.07
C 1.261 0.747 2.745 0.01
H 1.940 0.210 5.656 0.00
H 3.496 0.952 5.201 0.00
H 1.974 1.884 5.041 0.00
H 3.956 -0.954 3.376 0.00
H 2.900 -1.294 0.858 0.00
H 0.521 1.480 3.041 0.01

=====

Record 5
79
Properties=species:S:1:pos:R:3:mulliken_charge:R:1 method="wB97M-V/def2-TZVPD" lumo_energy_ev=-8.2768 total_charge=+2 orbital_gap_ev=6.04 multiplicity=1 e_tot_ha=-1810.63448
Os -0.450 -0.311 -0.757 2.11
O -3.817 4.454 -1.686 -0.50
C -3.763 4.129 -0.405 0.37
O -4.358 4.711 0.453 -0.52
C -2.892 2.967 -0.012 0.46
C -2.721 2.585 1.315 -0.56
N -1.882 1.546 1.346 -0.07
N -1.502 1.215 0.102 -0.23
C -2.108 2.074 -0.728 -0.23
C -1.782 1.865 -2.173 0.79
O -2.181 2.575 -3.052 -0.70
O -0.990 0.805 -2.364 -0.95
H -3.288 3.872 -2.265 0.38
H -3.162 3.004 2.207 0.60
H -1.553 1.003 2.136 0.02
C 3.683 -1.426 2.988 -1.42
C 3.563 -1.279 1.465 -0.09
C 2.601 -2.325 0.902 -1.05
C 3.420 0.189 0.996 0.53
C 4.617 0.889 1.016 -1.08
C 4.726 2.183 0.545 -1.53
C 3.617 2.811 0.013 -0.65
C 2.381 2.194 -0.008 0.74
C 1.205 2.982 -0.554 1.45
C 0.763 4.056 0.442 -1.56
C 1.498 3.592 -1.928 -1.79
C 2.275 0.891 0.519 -0.90
N 0.984 0.225 0.655 1.57
C 0.734 -0.211 1.865 0.05
C -0.336 -1.084 2.041 -1.04
C -0.915 -1.767 3.103 -1.88
C -1.951 -2.517 2.552 -0.85
C -1.998 -2.284 1.171 -0.48
N -0.980 -1.428 0.848 2.29
C -3.052 -2.833 0.231 2.51
C -2.576 -4.191 -0.322 -1.61
C -3.416 -1.862 -0.921 -1.78
C -4.341 -3.088 1.032 -2.03
H 4.093 -2.405 3.235 0.42
H 2.717 -1.355 3.491 0.32
H 4.345 -0.671 3.411 0.38
H 4.542 -1.547 1.066 0.90
H 1.690 -2.442 1.488 0.24
H 3.095 -3.297 0.899 0.59
H 2.323 -2.099 -0.124 -0.36
H 5.497 0.385 1.397 0.57
H 5.679 2.694 0.576 0.42
H 3.707 3.816 -0.378 0.45
H 0.380 2.286 -0.669 -0.36
H 1.580 4.751 0.638 0.37
H 0.461 3.621 1.398 0.35
H -0.071 4.639 0.045 0.44
H 2.137 4.471 -1.846 0.50
H 0.574 3.917 -2.410 0.37
H 2.002 2.889 -2.596 0.35
H 1.355 0.117 2.686 0.98
H -0.616 -1.720 4.138 0.60
H -2.628 -3.152 3.098 0.48
H -1.681 -4.104 -0.942 0.33
H -3.359 -4.644 -0.933 0.43
H -2.342 -4.876 0.492 0.42
H -3.332 -2.332 -1.903 0.38
H -2.831 -0.927 -0.932 0.46
H -4.448 -1.521 -0.838 0.50
H -4.208 -3.877 1.771 0.43
H -5.130 -3.411 0.353 0.51
H -4.677 -2.185 1.544 0.48
N 1.268 -0.123 -2.005 -0.88
C 1.645 -1.338 -2.787 -0.47
C 0.341 -1.965 -3.205 -0.76
N -0.426 -2.124 -1.929 -0.84
H 0.975 0.609 -2.657 0.49
H 2.078 0.238 -1.494 -0.06
H 2.188 -2.012 -2.130 0.22
H 2.297 -1.067 -3.616 0.51
H 0.448 -2.912 -3.731 0.55
H -0.230 -1.278 -3.830 0.35
H -0.096 -2.918 -1.382 0.41
H -1.395 -2.342 -2.157 0.16

=====

Which of these has the highest multiplicity?
C33H57FeN4OP2